Formula: C26H37Cl2FeNO2P2
Source: the Open Molecules 2025 dataset
Level of theory: ωB97M-V/def2-TZVPD

```
! wB97M-V def2-TZVPD RIJCOSX def2/J DEFGRID3
* xyz 1 6
Fe -0.120 0.010 0.847
C -0.561 -2.207 -2.472
C -1.179 -2.930 -1.275
C -2.698 -2.778 -1.266
P -0.387 -2.329 0.279
C -0.909 -3.510 1.602
C -2.233 -3.011 2.197
C 0.113 -3.653 2.729
C 1.388 -2.570 -0.030
C 1.999 -3.819 0.044
C 3.371 -3.949 -0.073
C 4.143 -2.805 -0.229
C 3.551 -1.559 -0.335
C 2.161 -1.422 -0.296
N 1.488 -0.193 -0.419
C 1.818 0.766 -1.299
C 2.835 0.634 -2.292
C 3.164 1.663 -3.127
C 2.499 2.909 -3.095
C 1.439 3.043 -2.254
C 1.049 1.992 -1.378
P -0.528 1.929 -0.671
C -1.803 2.556 -1.850
C -3.067 3.071 -1.167
C -2.112 1.341 -2.739
C -1.192 4.235 1.550
C 1.216 3.632 2.094
C -2.079 4.574 2.673
H -1.004 -2.582 -3.396
H 0.517 -2.356 -2.527
H -0.753 -1.131 -2.417
H -0.927 -3.995 -1.334
H -2.991 -1.745 -1.055
H -3.176 -3.425 -0.532
H -3.098 -3.045 -2.245
H -1.069 -4.481 1.123
H -2.057 -2.110 2.790
H -2.650 -3.770 2.860
H -2.984 -2.770 1.447
H 0.355 -2.678 3.155
H 1.042 -4.119 2.413
H -0.320 -4.261 3.525
H 1.392 -4.702 0.206
H 3.836 -4.924 -0.016
H 5.222 -2.884 -0.268
H 4.171 -0.679 -0.436
H 3.358 -0.304 -2.386
H 3.957 1.508 -3.849
H 2.797 3.711 -3.754
H 0.858 3.957 -2.255
H -1.367 3.336 -2.479
H -3.604 2.256 -0.678
H -3.729 3.505 -1.918
H -2.863 3.835 -0.420
H -2.539 0.525 -2.152
H -1.225 0.976 -3.258
H -2.845 1.638 -3.492
H -1.001 4.824 0.662
H 0.881 1.578 1.303
H 1.050 4.607 2.519
H 2.141 3.093 1.973
H -2.481 3.675 3.144
H -2.908 5.192 2.327
H -1.549 5.140 3.451
Cl -2.555 1.037 1.937
C -0.980 1.551 2.483
Cl -0.078 2.810 1.541
C 2.169 0.002 3.582
O 2.646 0.610 4.437
O 1.687 -0.607 2.716
H -0.693 1.582 3.526
*
```

Results
energy	-111139.8067	eV
E_LUMO (alpha / beta)	-4.07 / -4.12	eV
molecular weight	584.286	g mol⁻¹
relative energy (zero: lowest compared OMol25 entry of this formula, charge and spin)	0.000	eV
orbital gap (alpha / beta)	5.79 / 5.86	eV
highest occupied orbital energy (alpha / beta)	-0.362 / -0.367	Eh